[1]
Computed, not measured: a cluster of 2 separate species, C11H11N3O in total, with wB97M-V/def2-TZVPD.

Properties
SMILES: N#CC(C#N)=Cc1ccccc1.CNO
ΔE to the lowest compared entry with this formula, charge and spin (kcal/mol): 77.40
Kohn-Sham gap (Ha): 0.300
2S+1: 1

Geometry as XYZ:
```
26
C11H11N3O wB97M-V/def2-TZVPD
N 4.21404 -0.58251 0.81716
C 3.10299 -0.21327 0.86196
C 1.74802 0.22324 0.90512
C 1.53742 1.50749 1.49422
N 1.41275 2.57975 1.95455
C 0.71503 -0.51042 0.34204
C -0.68576 -0.17419 0.66744
C -1.22772 1.09505 0.38281
C -2.57123 1.35864 0.63676
C -3.38806 0.38708 1.22154
C -2.84315 -0.86181 1.56228
C -1.51633 -1.14714 1.25607
H 0.92385 -1.51174 -0.01044
H -0.57657 1.86997 -0.03679
H -2.96693 2.34871 0.39881
H -4.42971 0.61091 1.43688
H -3.45315 -1.60652 2.07423
H -1.07058 -2.11865 1.50018
C 2.24026 -0.46756 -2.37543
N 0.94808 0.02000 -1.98850
O 0.00583 -1.04352 -1.88298
H 2.95603 0.35306 -2.26893
H 2.58128 -1.32595 -1.78949
H 2.15857 -0.74857 -3.42914
H 0.89162 0.72687 -1.25457
H -0.70659 -0.76891 -2.47578
```

---

[2]
Computed, not measured: the molecule C11H11N3O2S2, with wB97M-V/def2-TZVPD.

Properties
SMILES: C=CCNC(=O)CSc1nnc(-c2cccs2)o1
ΔE to the lowest compared entry with this formula, charge and spin (kcal/mol): 0.00
Kohn-Sham gap (Ha): 0.315
2S+1: 1

Geometry as XYZ:
```
29
C11H11N3O2S2 wB97M-V/def2-TZVPD
C 2.22755 -3.83551 2.87970
C 1.29140 -2.99091 3.26752
C 0.69496 -1.90110 2.42677
N 1.10717 -1.94504 1.04487
C 1.84504 -0.97637 0.47646
O 2.20211 0.03323 1.03898
C 2.22691 -1.23837 -0.98203
S 0.92474 -2.07546 -1.94943
C -0.37443 -0.98179 -1.62954
N -1.63491 -1.16714 -1.86534
N -2.27264 -0.06441 -1.43903
C -1.37387 0.74547 -0.95820
C -1.57894 2.02700 -0.37589
C -2.77254 2.68842 -0.22698
C -2.61263 3.93643 0.39569
C -1.31362 4.20391 0.70929
S -0.24875 2.94134 0.25489
O -0.12428 0.21516 -1.05549
H 2.61341 -4.59175 3.54027
H 2.65833 -3.80474 1.89257
H 0.88625 -3.03854 4.26889
H 1.00616 -0.92532 2.81642
H -0.39979 -1.95781 2.48308
H 0.87759 -2.77554 0.51823
H 2.48323 -0.29159 -1.45755
H 3.09007 -1.90375 -1.02447
H -3.70567 2.27399 -0.55938
H -3.42472 4.60927 0.60337
H -0.91662 5.07818 1.18604
```

---

[3]
Computed, not measured: the molecule C11H11NO, with wB97M-V/def2-TZVPD.

Properties
ΔE to the lowest compared entry with this formula, charge and spin (kcal/mol): 160.04
Kohn-Sham gap (spin up / spin down) (Ha): 0.272 / 0.272
2S+1: 1

Geometry as XYZ:
```
24
C11H11NO wB97M-V/def2-TZVPD
C 1.28536 -2.59106 1.55150
C 0.09589 -3.05642 0.80823
C 1.62149 -1.25551 1.58169
C -0.70989 -2.14785 0.28986
C 0.92692 1.02610 1.39326
C -1.01574 -0.04972 -0.65624
C 0.75970 -0.22503 1.09390
C -0.34045 -0.73501 0.25567
C -0.89977 2.13003 0.06885
C -0.69696 1.33848 -1.08546
C 0.70020 1.59302 -1.55458
N -1.52984 2.83736 0.80478
O -1.74302 1.68248 -2.07685
H 2.08836 -3.32647 1.67440
H -0.21860 -4.15242 0.71165
H 2.60025 -1.03809 1.99895
H -1.54820 -2.42907 -0.40185
H 1.75592 1.51878 1.81194
H -1.88362 -0.43476 -1.21695
H 1.24091 0.96615 -0.94900
H 0.97234 2.63090 -1.44300
H 0.69563 1.42169 -2.64006
H -2.40458 3.24264 0.71164
H -1.75231 1.05379 -2.73234
```

---

Q: Which DFT total energy values were calculated for the entries above? A: -665.12974, -1536.86007, -555.50380, in Eh.